Record 1
{"formula": "C42H92BCl2F5InO30P6S", "method": "ωB97M-V with the def2-TZVPD basis set", "mol_weight_da": 1586.6, "e_homo_ev": -6.21, "homo_lumo_gap_ha": 0.2561, "total_charge": -1, "total_energy_ev": -217527.587, "species": ["In", "Cl", "Cl", "S", "P", "P", "P", "P", "P", "P", "F", "F", "F", "F", "F", "O", "O", "O", "O", "O", "O", "O", "O", "O", "O", "O", "O", "O", "O", "O", "O", "O", "O", "O", "O", "O", "O", "O", "O", "O", "O", "O", "O", "O", "O", "C", "C", "C", "C", "C", "C", "C", "C", "C", "C", "C", "C", "C", "C", "C", "C", "C", "C", "C", "C", "C", "C", "C", "C", "C", "C", "C", "C", "C", "C", "C", "C", "C", "C", "C", "C", "C", "C", "C", "C", "C", "C", "B", "H", "H", "H", "H", "H", "H", "H", "H", "H", "H", "H", "H", "H", "H", "H", "H", "H", "H", "H", "H", "H", "H", "H", "H", "H", "H", "H", "H", "H", "H", "H", "H", "H", "H", "H", "H", "H", "H", "H", "H", "H", "H", "H", "H", "H", "H", "H", "H", "H", "H", "H", "H", "H", "H", "H", "H", "H", "H", "H", "H", "H", "H", "H", "H", "H", "H", "H", "H", "H", "H", "H", "H", "H", "H", "H", "H", "H", "H", "H", "H", "H", "H", "H", "H", "H", "H", "H", "H", "H", "H", "H", "H"], "xyz": [[-3.2692, -5.1109, -1.4688], [-6.0223, -4.7682, -3.3380], [-6.8539, -7.7496, -3.4160], [-2.3630, -6.9561, 0.0992], [-8.3183, -11.5279, -7.0543], [6.9741, 8.6533, 1.7515], [-5.5937, 3.9599, 8.7633], [-1.5454, 5.5153, -4.2441], [-2.2227, 1.3418, 3.0586], [10.2813, 0.9830, 0.8682], [-1.7818, -9.8375, 1.2054], [-2.3676, -8.6336, -2.0515], [-3.6116, -9.9957, 0.0777], [-0.5552, -8.6198, -0.8605], [-1.7884, -10.9504, -0.6359], [-1.3677, 6.9715, -4.2798], [-0.9018, -1.9039, -2.5252], [-1.1119, -6.4842, 0.6705], [-2.3867, 0.8797, 1.5204], [-8.2643, -12.2220, -8.5424], [11.2253, 0.3701, 2.0330], [-3.3006, -7.3056, 1.1614], [-4.1532, 3.2788, 8.4380], [1.1783, 0.7954, -3.5715], [-6.4396, 2.5830, 8.7691], [-5.6371, 4.5037, 10.1250], [6.3194, 7.4919, 2.3588], [8.9597, 1.2078, 1.4594], [-3.6735, 2.1130, 3.1137], [-5.5486, -4.0743, 1.8296], [-2.3762, 0.8040, 4.6017], [11.1333, 2.3804, 0.7521], [10.0082, 0.9396, -0.7529], [-6.5863, -3.7412, -0.2844], [-1.5189, 4.9907, -5.7716], [-1.0176, 5.0470, -2.7786], [-7.5029, -10.1933, -7.5161], [-3.1026, 5.1172, -3.9533], [-5.3432, 5.2548, 7.7955], [-7.6060, -11.6904, -5.6286], [-1.1180, 2.3069, 3.1011], [8.5315, 8.2634, 1.5361], [-9.7363, -11.2310, -6.8271], [7.2983, 9.8118, 2.8683], [5.7447, 9.5309, 1.1034], [-6.1244, -7.0894, -0.9205], [1.9126, 0.8903, 0.0466], [-3.4131, 3.8002, -3.5045], [0.1075, -1.4291, -3.3747], [1.1688, 0.8167, -1.1127], [4.1047, 1.1503, 1.3455], [-7.6485, -10.5530, -4.7426], [5.4430, 0.4029, 1.0721], [-0.0512, 0.0879, -3.5589], [-1.9070, -8.5834, -0.7844], [7.5646, 11.1410, 2.4408], [4.4947, 2.5844, 1.7747], [-3.7877, 3.0500, 7.0751], [-1.5138, -4.2964, -2.5302], [-2.6453, 1.9063, 0.5609], [-4.8096, -5.9904, -2.8283], [-0.2310, 3.8292, -2.6248], [12.2491, 2.4498, -0.1262], [10.6785, -0.0220, -1.6074], [-4.0130, -3.5312, -0.0938], [11.3884, 1.1678, 3.2087], [3.2778, 1.0769, 0.0628], [-2.6476, -0.6091, 4.8368], [-2.5077, 5.5340, -6.6465], [3.4483, 0.3290, 2.4749], [3.0878, 4.2667, 0.4105], [-5.4765, -7.2432, -2.2889], [-7.4055, -13.3576, -8.8036], [-2.2876, -9.8654, -0.0264], [-6.0390, 5.3954, 6.5294], [5.8693, 10.1650, -0.1955], [3.8899, 1.1741, -1.1834], [2.0775, 3.2400, 2.4393], [-6.2391, -10.3244, -8.1541], [3.1656, 1.0789, -2.3477], [-5.9847, 1.5637, 9.6617], [-1.7759, -2.8832, -3.0714], [9.2651, 7.8929, 2.7059], [-4.8415, 1.3777, 3.4647], [3.3976, 3.6642, 1.7848], [1.7901, 0.8904, -2.3512], [3.9568, 4.8277, 2.6392], [-5.4243, -3.7729, 0.4766], [4.9978, 9.9016, -0.7907], [0.0776, 3.4156, -3.5846], [11.2126, -0.7828, -1.0389], [-3.6604, -0.7214, 5.2225], [1.3643, 0.8036, 0.9707], [-5.4455, -6.6461, -0.1929], [5.8981, 11.2467, -0.0667], [-2.6335, 3.0797, -3.7647], [-3.3264, -3.5490, 0.7559], [4.9730, 2.5286, 2.7546], [-2.4220, 6.6183, -6.6931], [3.6459, -0.7328, 2.3567], [5.9147, 0.1838, 2.0266], [-5.7600, -11.2818, -7.9306], [2.3956, 0.5514, 2.6050], [5.2107, -0.5076, 0.5200], [-0.4802, 0.2480, -4.5490], [9.9295, -0.5130, -2.2249], [-0.7827, 0.4811, -2.8541], [-2.3128, 5.1142, -7.6313], [-6.4758, 6.3908, 6.4870], [-3.5093, 5.2460, -6.3347], [-0.8223, 3.0831, -2.0942], [-7.9967, -14.1321, -9.2888], [1.4117, 2.7578, 1.7308], [-0.6848, -4.3068, -1.8261], [-6.5998, -13.0550, -9.4726], [-3.5480, 3.8051, -2.4214], [-7.0659, -6.5502, -0.9789], [-4.6625, 3.0020, 6.4209], [-5.9828, 1.9279, 10.6874], [-2.7781, -2.5874, -2.7490], [-1.8463, 2.6472, 0.5691], [3.3881, 5.7433, 2.5085], [-4.3440, 3.4886, -3.9744], [-8.6776, -10.2694, -4.5322], [3.9698, 4.6380, -0.1109], [-3.2538, 2.1045, 7.0129], [0.0995, 0.6946, -1.0285], [3.9500, 4.4996, 3.6814], [-4.8165, -8.1039, -2.2864], [-6.9729, -13.7709, -7.8925], [-5.0777, 1.5423, 4.5186], [-4.9942, 1.2111, 9.3827], [0.6573, 4.0568, -2.0404], [-5.5934, -9.5232, -7.7999], [-7.2274, -4.3867, 0.0199], [0.1222, -1.9005, -4.3582], [6.1125, 0.9866, 0.4463], [1.0939, -1.6027, -2.9322], [-5.3262, 5.2845, 5.7130], [8.8002, 7.0370, 3.1916], [-5.6692, 1.7393, 2.8571], [7.9048, 11.1818, 1.4023], [10.2626, 7.6182, 2.3692], [5.2623, 2.9364, 1.0804], [3.6559, 1.1189, -3.3114], [2.4228, 5.1180, 0.5785], [-6.4773, -4.1627, 2.0589], [-3.1278, 3.8475, 6.7343], [-7.1654, -10.8558, -3.8178], [6.7639, 9.8466, -0.7298], [1.5604, 4.1419, 2.7688], [8.3449, 11.5556, 3.0770], [-2.5441, -1.2094, 3.9336], [-3.6062, 2.3822, 0.7419], [12.0020, 0.5854, 3.8928], [4.9550, 1.3054, -1.2968], [-3.8966, -2.5551, -0.5663], [10.4231, 1.3673, 3.6704], [12.6632, 1.4624, -0.3485], [3.9307, 0.6473, 3.4023], [-1.8068, -2.8859, -4.1636], [9.3455, 8.7261, 3.4002], [11.9011, 2.0999, 2.9836], [2.5235, 3.5934, -0.2348], [-6.3693, -8.0869, -0.5539], [-7.1019, -9.7158, -5.1583], [11.9524, 2.9314, -1.0596], [-1.9420, -0.9753, 5.5791], [-6.8348, 4.6607, 6.4087], [-4.7249, 0.3058, 3.2883], [-4.2955, -6.2801, -3.7436], [-6.6889, 0.7391, 9.5730], [-2.6742, 1.4155, -0.4108], [-1.2904, -4.9713, -3.3581], [13.0227, 3.0502, 0.3496], [2.2463, 2.6105, 3.3087], [6.6637, 11.7483, 2.5458], [-6.3616, -10.2288, -9.2348], [11.3843, 0.5003, -2.2528], [5.0086, 4.9934, 2.4034]]}

=====

Record 2
{"formula": "C42H96CsN3O5PRbS", "method": "ωB97M-V with the def2-TZVPD basis set", "spin_multiplicity": 2, "mol_weight_da": 1004.7, "e_homo_ev": [-8.48, -15.26], "homo_lumo_gap_ha": [0.0912, 0.3370], "total_charge": 3, "total_energy_ev": -81118.766, "species": ["Cs", "Rb", "S", "P", "O", "O", "O", "O", "O", "N", "N", "N", "C", "C", "C", "C", "C", "C", "C", "C", "C", "C", "C", "C", "C", "C", "C", "C", "C", "C", "C", "C", "C", "C", "C", "C", "C", "C", "C", "C", "C", "C", "C", "C", "C", "C", "C", "C", "C", "C", "C", "C", "C", "C", "H", "H", "H", "H", "H", "H", "H", "H", "H", "H", "H", "H", "H", "H", "H", "H", "H", "H", "H", "H", "H", "H", "H", "H", "H", "H", "H", "H", "H", "H", "H", "H", "H", "H", "H", "H", "H", "H", "H", "H", "H", "H", "H", "H", "H", "H", "H", "H", "H", "H", "H", "H", "H", "H", "H", "H", "H", "H", "H", "H", "H", "H", "H", "H", "H", "H", "H", "H", "H", "H", "H", "H", "H", "H", "H", "H", "H", "H", "H", "H", "H", "H", "H", "H", "H", "H", "H", "H", "H", "H", "H", "H", "H", "H", "H", "H"], "xyz": [[2.1740, 2.6483, -2.4781], [2.9293, -2.5944, -2.7827], [0.8176, -0.5459, -1.3472], [-0.7818, 2.3996, 1.4541], [2.1922, -0.1310, -1.5129], [4.9186, -4.3229, 3.1533], [-0.0629, 0.6667, -1.3784], [0.6154, -1.2620, -0.1128], [0.5140, -1.4148, -2.4860], [5.1142, -1.6325, 1.4358], [-0.9088, -4.3296, 0.0839], [-2.1200, 0.6718, -4.7108], [-1.7520, -5.3680, 2.1689], [-3.1755, -4.8179, -3.9581], [3.1197, 3.2332, 2.4569], [5.4729, -1.2290, -0.0458], [-1.0919, -0.3150, -5.3142], [1.7026, 2.7182, 2.5203], [6.4169, -1.7468, 2.3033], [-0.6319, 4.1239, -6.1645], [-1.7022, -4.7678, -3.8759], [-1.6800, 5.1031, -5.6244], [-2.2024, -3.9436, 2.2414], [-1.1343, -0.2095, 4.1719], [-1.4465, -3.2113, 1.0909], [-3.8206, -0.1177, -3.2292], [-3.4826, 0.5933, -5.4157], [0.6040, -4.5253, 0.2397], [-1.1516, 2.6621, -6.1679], [-5.7848, 3.0469, 0.9052], [-3.4994, 2.5320, 0.1700], [-4.3227, 3.3672, 1.1632], [-4.5136, 0.6807, -4.2220], [-1.5637, 2.1755, -4.8054], [-1.1502, -4.9954, -2.4904], [-2.4029, 0.4169, -3.2541], [-1.3053, 4.8834, 2.7596], [7.5853, -2.5613, 1.6809], [3.8048, -3.7274, 2.6327], [-1.8656, 0.0447, 2.8576], [-1.3490, -3.9609, -1.4086], [4.4131, -3.0517, 1.3911], [-1.8197, 5.7235, 3.9327], [-1.2867, 3.3368, 2.9197], [3.2255, 4.7742, 2.2485], [4.0746, -0.7218, 2.1363], [4.7052, -4.6755, 4.5122], [0.1817, -0.9560, 4.3388], [-1.6445, 7.2654, 3.5798], [-0.9155, 0.6305, 1.7074], [-1.9791, 2.9210, 0.0966], [0.9682, 2.7547, 1.0977], [5.7138, 0.3064, -0.1525], [-1.6350, -5.5370, 0.6136], [-1.7150, 2.6237, -0.9183], [-2.6960, 0.7158, 3.0772], [-2.3370, 2.7669, -4.3151], [-1.8360, 5.1779, 1.8542], [4.1627, -1.1062, 3.1524], [-2.2503, 7.4599, 2.6948], [-1.6083, -5.9639, -2.2894], [7.2714, -3.5006, 1.2258], [4.1784, 5.2953, 2.3407], [-0.9713, -2.9442, -1.5177], [-0.2654, 5.1819, 2.8924], [-1.9014, -3.5473, 3.2112], [-2.5586, 1.3594, -2.7291], [5.4788, -5.4124, 4.7284], [2.7573, 5.1742, 1.3492], [-1.4730, 6.1652, -5.7558], [4.8101, -3.8249, 5.1856], [3.6639, -2.9161, 0.6111], [1.3772, 2.0842, 0.3419], [-6.6352, 3.6681, 1.1865], [-1.8900, 4.0068, 0.0642], [-2.5834, 4.8078, -6.1581], [-2.8256, 5.3766, 4.1688], [-1.3286, 5.5517, 4.8905], [-1.3334, -5.4916, -4.6026], [-0.7833, 2.9039, 3.7842], [-2.4328, -3.8584, -1.3540], [6.2227, -1.9142, -0.4412], [0.8055, -5.4882, -0.2297], [2.7232, 5.2297, 3.1020], [-0.0720, -5.1488, -2.5359], [-2.5362, -5.9534, 2.6490], [-0.5612, -2.7934, 1.5700], [0.2586, 4.1279, -5.5360], [0.4944, -0.8487, 5.3775], [6.7119, 0.6468, 0.1235], [-0.6256, 7.4772, 3.2557], [-5.9668, 2.0410, 1.2837], [-1.2504, -3.8837, -4.3258], [-2.0474, 5.0951, -4.5982], [0.8543, -3.6715, -0.3899], [-2.5820, -5.6527, 0.0865], [-1.7543, -0.3015, -2.7528], [-3.5115, 1.5210, 0.5773], [0.8508, 3.7702, 0.7193], [0.8928, -4.4296, 1.2864], [6.6377, -0.7191, 2.5916], [4.3685, 0.3275, 2.1092], [-5.4996, 0.2506, -4.3983], [3.1477, -4.4968, 2.2276], [-2.1296, -0.9365, 2.4631], [3.1899, -0.8436, 1.5114], [-3.6271, -0.4370, -5.7411], [0.0999, 0.3896, 2.0219], [-3.5779, -4.3234, -3.0741], [5.6712, 0.6313, -1.1920], [-1.1435, 0.1788, 0.7419], [-0.5584, 1.9244, -6.7082], [-2.0204, 7.9406, 4.3485], [-4.0466, 3.3465, 2.2175], [-1.2175, -6.4960, 0.3068], [8.2073, -2.8492, 2.5284], [-3.6020, 1.4031, -6.1354], [-1.9382, 2.4529, -6.8930], [3.4484, 2.7756, 1.5237], [-1.9799, -0.5550, 4.7665], [1.8070, 1.7527, 3.0154], [3.1729, -2.9910, 3.1292], [-3.9781, 2.4959, -0.8086], [-6.1514, 2.9018, -0.1110], [0.9855, -0.5059, 3.7563], [-1.5638, -1.2826, -5.1437], [-4.0561, -1.1792, -3.3055], [-0.9222, -0.0827, -6.3656], [-3.6356, -4.5499, -4.9093], [3.7901, 3.0297, 3.2919], [-3.2494, -3.9083, 1.9402], [-2.2941, 3.0950, 3.2583], [3.7213, -5.0864, 4.7385], [-3.4504, -5.8724, -3.9824], [-0.3494, 4.4448, -7.1672], [-0.7721, 2.1493, -4.0565], [0.1467, -2.0256, 4.1323], [-0.8790, 0.7777, 4.5571], [4.5079, -1.4425, -0.5054], [-0.9096, -5.8505, 2.6645], [-0.1829, -0.3189, -4.7128], [-1.8920, -2.4209, 0.4868], [8.1143, -1.8928, 1.0016], [-4.6707, 1.6846, -3.8275], [5.1826, -3.6619, 0.9182], [-4.1568, 4.3971, 0.8471], [6.0949, -2.3399, 3.1593], [1.2200, 3.3416, 3.2729], [-4.1825, -0.0614, -2.2026], [4.8594, 0.8543, 0.2449]]}

=====

Strongest force on any atom across the listed records, respectively: 5.8; 3.7 eV/A.